# 1
Entry from the OMol25 dataset: a cluster of 2 separate species, C8H20B3NO6 in total (wB97M-V/def2-TZVPD).

The geometry in ORCA input format:
```
! RIJCOSX wB97M-V def2-TZVPD def2/J DEFGRID3
* xyz 0 1
C -0.765 -1.479 -1.868
N -0.808 -0.018 -1.868
C 0.329 0.631 -1.206
C -2.019 0.600 -1.629
O -2.076 1.718 -1.156
C -3.272 -0.112 -2.099
B -4.607 0.569 -1.636
O -5.698 0.601 -2.494
B -6.859 0.096 -1.956
O -7.079 0.249 -0.605
B -6.090 0.818 0.180
O -4.835 1.003 -0.344
H -1.094 -1.910 -0.917
H 0.257 -1.795 -2.052
H -1.385 -1.882 -2.666
H 0.776 1.382 -1.858
H 0.023 1.102 -0.273
H 1.089 -0.114 -0.984
H -3.313 -1.154 -1.764
H -3.243 -0.155 -3.192
H -7.631 -0.497 -2.635
H -6.331 1.141 1.295
C 5.014 -0.941 3.402
O 5.327 0.218 2.653
C 5.273 0.029 1.252
C 3.959 0.478 0.648
O 2.851 -0.264 1.126
C 2.158 0.365 2.190
H 4.771 -0.619 4.414
H 4.157 -1.475 2.983
H 5.871 -1.621 3.444
H 5.460 -1.021 0.999
H 6.075 0.628 0.811
H 4.010 0.326 -0.435
H 3.808 1.548 0.829
H 1.485 1.142 1.811
H 2.846 0.811 2.910
H 1.564 -0.399 2.690
*
```

Calculated values
SMILES: CN(C)C(=O)CB1OBOBO1.COCCOC
Largest force on an atom, eV Å⁻¹: 0.88
Orbital gap, eV: 9.8985
DFT total energy, eV: -24430.5792

# 2
Entry from the OMol25 dataset: a cluster of 2 separate species, C8H20BrNO in total at a distorted geometry (wB97M-V/def2-TZVPD).

The geometry in ORCA input format:
```
! RIJCOSX wB97M-V def2-TZVPD def2/J DEFGRID3
* xyz 0 1
C -2.412 1.379 -0.340
C -1.470 0.184 -0.202
N -0.113 0.521 0.337
C 0.656 1.370 -0.624
C -0.205 1.262 1.644
C -0.662 0.440 2.810
C 0.702 -0.737 0.537
C 1.251 -1.424 -0.694
O 0.315 -1.545 -1.741
C 0.811 -2.404 -2.754
H -1.953 2.152 -0.954
H -2.688 1.808 0.623
H -3.343 1.044 -0.791
H -1.363 -0.289 -1.166
H -1.901 -0.551 0.480
H 1.694 1.341 -0.306
H 0.318 2.404 -0.532
H 0.453 1.036 -1.634
H -0.790 2.154 1.441
H 0.818 1.622 1.793
H 0.026 -0.378 3.009
H -1.693 0.104 2.733
H -0.569 1.036 3.721
H 0.048 -1.433 1.063
H 1.525 -0.467 1.203
H 1.549 -2.420 -0.336
H 2.175 -0.935 -1.024
H 1.810 -2.095 -3.078
H 0.136 -2.346 -3.603
H 0.874 -3.429 -2.377
Br 4.002 0.595 0.763
*
```

Calculated values
Largest force on an atom, eV Å⁻¹: 1.15
Energy relative to the best compared isomer or geometry (same formula, charge and spin), kJ/mol: 0.00
Orbital gap, eV: 7.3919
DFT total energy, eV: -82199.6014

# 3
Entry from the OMol25 dataset: a structure of composition C8H20ClMgNO3 at a distorted geometry (wB97M-V/def2-TZVPD).

The geometry in ORCA input format:
```
! RIJCOSX wB97M-V def2-TZVPD def2/J DEFGRID3
* xyz 0 1
Mg -19.300 12.360 20.244
C -22.590 13.997 18.996
C -22.429 12.549 19.527
O -21.106 12.146 19.645
H -21.992 14.067 18.088
H -22.119 14.827 19.521
H -23.584 14.373 18.753
H -23.097 11.962 18.896
H -22.923 12.344 20.476
Cl -17.465 11.442 19.216
C -19.565 9.491 21.633
O -19.554 10.885 21.644
C -19.915 11.384 22.928
C -19.984 12.951 22.955
N -19.106 13.407 21.924
C -19.199 14.848 21.711
C -18.458 15.006 20.391
O -19.150 14.202 19.431
C -18.870 14.574 18.050
H -18.705 9.007 22.098
H -19.655 9.106 20.618
H -20.499 9.199 22.113
H -19.297 10.898 23.684
H -20.903 11.027 23.220
H -19.868 13.190 24.012
H -20.879 13.406 22.531
H -18.208 13.462 22.382
H -18.809 15.485 22.504
H -20.128 15.413 21.785
H -17.396 14.801 20.259
H -18.546 16.072 20.182
H -17.812 14.834 18.027
H -19.544 15.393 17.800
H -19.043 13.774 17.330
*
```

Calculated values
Largest force on an atom, eV Å⁻¹: 4.32
Energy relative to the best compared isomer or geometry (same formula, charge and spin), kJ/mol: 196.76
Orbital gap, eV: 7.8357
DFT total energy, eV: -34220.9105

# 4
Entry from the OMol25 dataset: a structure of composition C8H21BCl3LiMg2NO15SV at a distorted geometry (wB97M-V/def2-TZVPD).

The geometry in ORCA input format:
```
! RIJCOSX wB97M-V def2-TZVPD def2/J DEFGRID3
* xyz 0 1
C 2.977 -2.702 0.693
C 2.690 -1.538 1.724
B 2.599 -0.112 0.997
O 2.698 1.039 1.777
O 2.423 -0.113 -0.421
C 1.188 0.398 -0.835
O 1.082 1.629 -0.820
N 0.156 -0.370 -1.307
C -0.427 -1.283 -0.304
C -1.926 -0.855 -0.102
C -2.685 -1.986 0.637
C -1.913 0.451 0.780
H 2.045 -3.140 0.293
H 3.618 -2.373 -0.148
H 3.514 -3.520 1.214
H 3.538 -1.535 2.433
H 1.719 -1.768 2.208
H 1.990 1.631 1.476
H 0.411 -0.867 -2.251
H -0.401 -2.315 -0.703
H 0.064 -1.257 0.690
H -2.397 -0.588 -1.063
H -2.550 -2.973 0.146
H -3.763 -1.706 0.744
H -2.223 -2.089 1.646
H -2.935 0.905 0.710
H -1.120 1.150 0.472
H -1.778 0.129 1.840
Li 2.085 3.596 -0.427
O 7.450 2.247 0.964
Cl 6.171 1.780 1.385
O 6.173 1.433 2.756
O 5.831 0.562 0.581
O 5.157 2.772 1.087
Mg -4.949 -0.270 1.365
Cl 0.831 -1.249 -3.930
O 3.630 5.676 -3.850
S 4.677 6.054 -2.885
O 5.762 6.745 -3.591
O 5.206 4.822 -2.239
O 4.109 6.942 -1.861
O -7.309 1.044 3.416
H -8.185 1.415 3.223
H -7.282 0.995 4.385
Mg 5.337 1.181 -1.078
Cl -8.341 -0.805 3.962
C -4.955 -0.090 -3.039
O -4.405 -0.724 -1.993
H -5.667 0.731 -2.802
H -4.252 0.423 -3.726
H -5.554 -0.710 -3.734
O -4.541 -7.384 -0.729
V -3.368 -6.281 -0.164
O -2.207 -5.146 0.400
*
```

Calculated values
Largest force on an atom, eV Å⁻¹: 4.32
Energy relative to the best compared isomer or geometry (same formula, charge and spin), kJ/mol: 0.00
Orbital gap, eV: 1.0195
DFT total energy, eV: -126675.7510

# 5
Entry from the OMol25 dataset: a structure of composition C8H21CrNOP2 at a distorted geometry (wB97M-V/def2-TZVPD).

The geometry in ORCA input format:
```
! RIJCOSX wB97M-V def2-TZVPD def2/J DEFGRID3
* xyz 0 5
Cr 0.265 -0.124 0.278
H 2.100 -0.306 -0.921
H 1.748 -1.001 -0.852
P 0.595 1.898 -0.278
P -0.700 -1.936 -0.182
C -0.664 -2.822 1.450
H -1.192 -3.780 1.334
H 0.378 -2.993 1.767
H -1.160 -2.232 2.240
C -2.517 -1.858 -0.497
H -2.724 -1.417 -1.487
H -2.901 -2.890 -0.456
H -3.025 -1.222 0.251
C 0.062 -3.058 -1.347
H 1.105 -3.248 -1.089
H -0.493 -3.996 -1.365
H 0.093 -2.637 -2.354
C -0.846 3.047 -0.406
H -0.467 4.081 -0.395
H -1.395 2.861 -1.345
H -1.568 2.881 0.415
C 1.392 2.591 1.269
H 2.350 2.084 1.468
H 1.566 3.670 1.140
H 0.762 2.448 2.163
C 1.785 2.320 -1.554
H 1.436 1.964 -2.525
H 1.927 3.399 -1.597
H 2.741 1.817 -1.392
C 1.223 -0.407 1.837
O 1.908 -0.608 2.805
H 0.059 0.177 -1.248
N -2.426 0.826 1.684
C -1.417 0.470 1.189
*
```

Calculated values
Largest force on an atom, eV Å⁻¹: 8.00
Energy relative to the best compared isomer or geometry (same formula, charge and spin), kJ/mol: 178.45
Orbital gap (alpha / beta), eV: 6.6663 / 8.4662
DFT total energy, eV: -59168.8074

# 6
Entry from the OMol25 dataset: a structure of composition C8H21FeNO5 at a distorted geometry (wB97M-V/def2-TZVPD).

The geometry in ORCA input format:
```
! RIJCOSX wB97M-V def2-TZVPD def2/J DEFGRID3
* xyz 3 6
Fe 0.543 0.215 -0.154
C -2.543 -0.844 -0.345
O -1.581 0.085 0.234
C -2.107 0.911 1.291
C -1.227 2.123 1.323
O 0.158 1.697 1.289
C 0.809 1.386 2.548
C 0.671 -0.080 2.835
O 1.059 -0.769 1.625
C 1.944 -1.920 1.821
H -3.319 -0.280 -0.862
H -3.004 -1.436 0.444
H -2.011 -1.482 -1.044
H -2.098 0.348 2.225
H -3.141 1.202 1.095
H -1.434 2.739 2.198
H -1.373 2.727 0.428
H 0.409 1.986 3.366
H 1.856 1.653 2.412
H -0.343 -0.379 3.097
H 1.319 -0.334 3.675
H 2.797 -1.630 2.431
H 2.271 -2.255 0.842
H 1.396 -2.718 2.319
C -0.190 -1.496 -3.739
C 0.094 -0.134 -3.213
N 0.208 0.872 -4.019
O 0.219 0.055 -1.928
H 0.279 -1.646 -4.711
H -1.271 -1.604 -3.870
H 0.150 -2.261 -3.046
H 0.128 0.741 -5.022
H 0.361 1.819 -3.693
O 2.621 0.193 -0.495
H 3.022 -0.179 -1.296
H 3.328 0.696 -0.059
*
```

Calculated values
Largest force on an atom, eV Å⁻¹: 2.13
Energy relative to the best compared isomer or geometry (same formula, charge and spin), kJ/mol: 26.32
Orbital gap (alpha / beta), eV: 11.8352 / 7.2356
DFT total energy, eV: -54721.9602

# 7
Entry from the OMol25 dataset: a cluster of 2 separate species, C8H21INO4S in total at a distorted geometry (wB97M-V/def2-TZVPD).

The geometry in ORCA input format:
```
! RIJCOSX wB97M-V def2-TZVPD def2/J DEFGRID3
* xyz 1 1
C -2.752 -1.392 -3.456
C -2.557 0.170 -3.907
C -2.588 1.266 -2.694
I -4.410 2.508 -3.035
N -2.731 0.700 -1.301
C -1.418 0.158 -0.714
O -0.646 1.253 -0.097
C 0.427 1.730 -0.983
H -1.884 -1.841 -2.812
H -2.767 -2.030 -4.465
H -3.830 -1.551 -2.981
H -1.567 0.237 -4.526
H -3.435 0.441 -4.669
H -1.690 2.004 -2.832
H -2.982 1.522 -0.672
H -3.534 0.020 -1.184
H -1.747 -0.563 0.179
H -0.813 -0.511 -1.459
H 0.822 0.943 -1.755
H 1.368 2.102 -0.360
H 0.031 2.664 -1.567
O 4.552 -1.004 2.289
S 3.529 -1.290 3.272
O 2.758 -2.515 3.242
O 2.502 -0.027 3.354
C 1.858 0.405 2.163
C 0.745 -0.544 1.758
C 4.234 -1.119 4.893
H 2.585 0.534 1.355
H 1.427 1.391 2.370
H 1.146 -1.520 1.469
H 0.188 -0.146 0.905
H 0.053 -0.710 2.590
H 4.787 -0.181 4.944
H 4.908 -1.963 5.055
H 3.430 -1.141 5.630
*
```

Calculated values
Largest force on an atom, eV Å⁻¹: 3.54
Orbital gap, eV: 8.8997
DFT total energy, eV: -37242.1985

# 8
Entry from the OMol25 dataset: a structure of composition C8H21MnN6O3S at a distorted geometry (wB97M-V/def2-TZVPD).

The geometry in ORCA input format:
```
! RIJCOSX wB97M-V def2-TZVPD def2/J DEFGRID3
* xyz 1 6
Mn 0.719 -0.212 0.392
C -0.688 2.366 -0.375
C -0.366 2.698 1.100
N 0.020 1.502 1.858
C -0.941 1.033 2.869
C -1.198 -0.478 2.799
N -1.320 -1.001 1.429
C -2.553 -0.661 0.713
C -2.490 0.743 0.097
N -1.177 0.987 -0.509
H -1.400 3.101 -0.765
H 0.223 2.439 -0.974
H 0.448 3.422 1.110
H -1.226 3.184 1.565
H 0.928 1.623 2.292
H -0.574 1.247 3.874
H -1.879 1.575 2.757
H -0.346 -0.992 3.245
H -2.091 -0.707 3.392
H -1.267 -2.009 1.506
H -2.676 -1.391 -0.090
H -3.431 -0.730 1.365
H -3.297 0.845 -0.632
H -2.661 1.490 0.868
H -1.204 0.748 -1.492
C 3.010 -1.419 -4.392
O 2.798 -0.475 -3.334
C 1.950 -0.713 -2.361
O 1.762 0.134 -1.498
N 1.280 -1.899 -2.370
N 0.496 -2.203 -1.254
H 3.711 -0.939 -5.065
H 2.081 -1.623 -4.925
H 3.453 -2.342 -4.014
H 1.595 -2.655 -2.956
H 0.959 -2.879 -0.654
H -0.397 -2.566 -1.556
O 2.835 0.751 2.451
S 3.063 -0.651 2.035
N 1.849 -1.347 1.501
*
```

Calculated values
Largest force on an atom, eV Å⁻¹: 2.18
Energy relative to the best compared isomer or geometry (same formula, charge and spin), kJ/mol: 25.64
Orbital gap (alpha / beta), eV: 8.4775 / 9.7231
DFT total energy, eV: -65870.5018

# 9
Entry from the OMol25 dataset: a cluster of 2 separate species, C8H21N2 in total at a distorted geometry (wB97M-V/def2-TZVPD).

The geometry in ORCA input format:
```
! RIJCOSX wB97M-V def2-TZVPD def2/J DEFGRID3
* xyz 1 1
C -2.722 -0.866 0.843
C -1.263 1.327 1.362
C -2.070 0.654 -1.001
C -0.280 -1.787 -0.533
C 1.606 1.606 -0.287
C 2.145 -0.310 1.219
C 2.556 -0.467 -1.226
C -1.555 0.160 0.323
N -0.418 -0.730 0.285
N 1.801 0.195 -0.076
H -3.256 -1.347 0.032
H -2.356 -1.656 1.622
H -3.523 -0.338 1.344
H -0.615 0.853 2.207
H -2.172 1.673 1.702
H -0.662 2.104 0.801
H -2.424 -0.201 -1.527
H -2.904 1.261 -0.973
H -1.283 1.121 -1.636
H -0.038 -1.530 -1.584
H 0.473 -2.424 -0.147
H -1.408 -2.242 -0.538
H 1.139 1.745 -1.225
H 1.105 2.047 0.559
H 2.561 2.124 -0.454
H 1.744 0.380 1.928
H 1.725 -1.343 1.464
H 3.198 -0.385 1.290
H 2.039 -0.698 -2.097
H 3.487 0.121 -1.426
H 2.895 -1.463 -0.938
*
```

Calculated values
Largest force on an atom, eV Å⁻¹: 4.40
Energy relative to the best compared isomer or geometry (same formula, charge and spin), kJ/mol: 295.89
Orbital gap (alpha / beta), eV: 6.7956 / 8.7207
DFT total energy, eV: -11605.6626

# 10
Entry from the OMol25 dataset: a cluster of 2 separate species, C8H21N2Si in total at a distorted geometry (wB97M-V/def2-TZVPD).

The geometry in ORCA input format:
```
! RIJCOSX wB97M-V def2-TZVPD def2/J DEFGRID3
* xyz 1 1
C 1.503 -0.153 -1.125
C 1.973 -2.458 -1.224
C 1.036 -1.211 -3.165
C 3.418 -0.795 -2.496
C -0.439 0.038 2.833
C -2.476 2.461 3.099
C -3.285 0.109 1.076
C 1.979 -1.209 -1.996
N 1.316 0.826 -0.549
N -0.988 1.919 0.529
Si -1.928 1.041 2.018
H 1.664 -3.224 -1.857
H 1.139 -2.519 -0.542
H 2.991 -2.663 -0.925
H 1.506 -1.559 -3.998
H 0.099 -1.819 -3.048
H 0.671 -0.236 -3.296
H 3.893 -0.240 -1.775
H 3.384 -0.260 -3.450
H 4.035 -1.657 -2.568
H -0.344 -1.048 2.835
H 0.496 0.353 2.494
H -0.372 0.197 3.860
H -1.677 3.051 3.554
H -3.095 3.067 2.400
H -3.186 2.172 3.873
H -4.022 0.706 0.634
H -3.284 -0.699 0.379
H -4.008 -0.375 1.861
H -0.088 1.274 0.298
H -0.532 2.824 0.669
H -1.374 2.086 -0.395
*
```

Calculated values
Largest force on an atom, eV Å⁻¹: 3.55
Energy relative to the best compared isomer or geometry (same formula, charge and spin), kJ/mol: 0.00
Orbital gap, eV: 12.2170
DFT total energy, eV: -19488.2691

# 11
Entry from the OMol25 dataset: a cluster of 2 separate species, C8H21O4S in total at a distorted geometry (wB97M-V/def2-TZVPD).

The geometry in ORCA input format:
```
! RIJCOSX wB97M-V def2-TZVPD def2/J DEFGRID3
* xyz 1 1
C 0.809 -2.886 -3.586
C -0.067 -1.629 -3.400
O -1.328 -1.867 -2.718
S -2.294 -2.945 -3.479
H 0.696 -3.621 -2.783
H 1.850 -2.551 -3.539
H 0.679 -3.330 -4.578
H 0.482 -0.938 -2.755
H -0.187 -1.122 -4.364
H -2.150 -2.797 -4.836
H -1.824 -4.180 -3.111
C 0.004 3.081 4.162
O -0.199 2.648 2.831
C 0.782 3.149 1.936
C 1.023 2.173 0.801
O 1.800 1.036 1.167
C 1.178 0.053 1.985
C 0.141 -0.787 1.263
O -1.062 -0.058 1.062
C -1.744 -0.450 -0.099
H -0.165 4.158 4.248
H -0.709 2.556 4.796
H 1.015 2.835 4.504
H 1.727 3.332 2.459
H 0.413 4.098 1.527
H 1.619 2.691 0.045
H 0.089 1.880 0.322
H 0.772 0.493 2.895
H 1.986 -0.616 2.289
H -0.098 -1.670 1.868
H 0.558 -1.115 0.301
H -1.087 -0.390 -0.972
H -2.576 0.237 -0.250
H -2.135 -1.469 0.008
*
```

Calculated values
Largest force on an atom, eV Å⁻¹: 2.53
Energy relative to the best compared isomer or geometry (same formula, charge and spin), kJ/mol: 152.94
Orbital gap, eV: 5.8907
DFT total energy, eV: -27650.2934

# 12
Entry from the OMol25 dataset: a structure of composition C8H22Ag2FeN7O17 at a distorted geometry (wB97M-V/def2-TZVPD).

The geometry in ORCA input format:
```
! RIJCOSX wB97M-V def2-TZVPD def2/J DEFGRID3
* xyz 0 8
Ag 2.512 2.487 -2.832
Ag -3.737 3.028 -1.065
Fe 0.103 2.136 2.030
N -0.460 1.641 -1.109
O -1.605 2.058 -1.292
O 0.425 1.867 -1.899
O -0.116 1.341 0.062
N 0.564 1.607 -5.690
O 1.128 2.043 -4.710
O 1.155 1.756 -6.730
O -0.556 1.070 -5.701
N -3.114 1.535 2.070
O -3.605 1.644 0.963
O -3.820 1.394 3.013
O -1.877 1.481 2.276
N -3.367 -0.097 -2.526
O -3.081 -1.142 -1.993
O -4.100 0.643 -1.963
O -2.842 0.198 -3.589
N 2.684 3.626 0.552
O 2.017 3.023 1.413
O 3.389 4.548 0.912
O 2.632 3.310 -0.583
C 0.436 -1.318 -3.185
C -0.086 -2.762 -3.107
C -0.026 -3.372 -1.657
O -0.360 -4.741 -1.675
C -0.618 -5.336 -0.425
N -1.430 -2.925 -3.609
H -0.236 -0.625 -2.678
H 0.672 -0.961 -4.188
H 1.423 -1.347 -2.723
H 0.627 -3.306 -3.728
H -0.786 -2.874 -1.056
H 0.919 -3.104 -1.184
H -1.449 -4.851 0.086
H 0.185 -5.234 0.306
H -0.762 -6.416 -0.446
H -1.651 -3.848 -3.263
H -2.039 -2.259 -3.157
C -0.137 0.550 5.219
C 1.052 1.449 4.780
C 2.035 0.666 3.780
O 1.351 0.434 2.554
C 2.181 -0.236 1.536
N 0.526 2.571 4.056
H 0.248 -0.192 5.918
H -0.680 0.026 4.433
H -0.888 1.190 5.682
H 1.499 1.857 5.687
H 2.238 -0.283 4.277
H 3.014 1.130 3.661
H 2.599 -1.190 1.857
H 3.062 0.329 1.232
H 1.653 -0.438 0.604
H 1.243 3.282 4.089
H -0.146 2.933 4.718
*
```

Calculated values
Largest force on an atom, eV Å⁻¹: 5.15
Orbital gap (alpha / beta), eV: 3.9436 / 2.9599
DFT total energy, eV: -96247.9597